Record 1
{"formula": "C5H3FO2", "method": "ωB97M-V with the def2-TZVPD basis set", "e_tot_ev": -12043.6521, "max_force_ha_per_bohr": 0.022, "gap_ev": 9.7, "multiplicity": 1, "relative_energy_kcal_mol": 42.1, "smiles": "C#C/C=C(/F)C(=O)O", "symbols": ["C", "C", "C", "C", "C", "H", "H", "H", "O", "O", "F"], "coordinates": [[-0.907213, 0.050926, 1.166541], [-0.708490, -0.480584, -0.242862], [0.319932, -0.305951, -1.057677], [1.508619, 0.443733, -0.765843], [2.515817, 1.065123, -0.588636], [-2.559565, -0.842596, 1.137077], [0.312665, -0.778532, -2.042496], [3.421879, 1.632823, -0.391124], [-2.061993, -0.295619, 1.738986], [-0.080652, 0.734925, 1.706442], [-1.760997, -1.224249, -0.660408]], "forces_ev_per_a": [[0.972, 0.379, -0.443], [-0.272, 0.154, 0.634], [0.830, 0.180, -0.251], [-0.654, -0.250, 0.043], [0.893, 0.526, 0.190], [-0.470, -0.428, -0.404], [-0.261, 0.059, 0.293], [-0.755, -0.476, -0.181], [0.302, 0.343, 0.452], [-0.529, -0.385, -0.194], [-0.055, -0.104, -0.141]]}

***

Record 2
{"formula": "C39H35As2IrN9O2S", "method": "ωB97M-V with the def2-TZVPD basis set", "e_tot_ev": -193844.3487, "max_force_ha_per_bohr": 0.045, "gap_ev": 7.5, "multiplicity": 1, "charge": 3, "relative_energy_kcal_mol": 7.9, "symbols": ["Ir", "N", "N", "C", "N", "N", "N", "O", "O", "H", "H", "H", "H", "H", "C", "C", "As", "C", "C", "C", "C", "C", "C", "C", "C", "C", "C", "C", "C", "As", "C", "C", "C", "C", "C", "C", "C", "C", "C", "C", "C", "C", "H", "H", "H", "H", "H", "H", "H", "H", "H", "H", "H", "H", "H", "H", "H", "H", "H", "H", "H", "H", "H", "H", "H", "H", "S", "N", "C", "C", "C", "C", "C", "N", "C", "C", "N", "C", "C", "C", "C", "C", "N", "H", "H", "H", "H", "H", "H"], "coordinates": [[-0.899390, 0.015090, 0.189871], [-2.448076, 1.267101, 1.133049], [-3.221112, 0.558096, 2.050824], [-2.964394, -0.742709, 2.298886], [-3.738106, -1.339250, 3.178076], [-1.935770, -1.271516, 1.587435], [-1.647439, -2.653734, 1.716447], [-2.247250, -3.344645, 2.513294], [-0.772692, -3.047691, 0.990616], [-1.979648, 2.034219, 1.617670], [-3.040419, 1.649340, 0.396711], [-3.942459, 1.053167, 2.554489], [-4.486376, -0.840297, 3.634860], [-3.591456, -2.318886, 3.374594], [1.364233, -1.269286, 2.246378], [2.035128, -1.690048, 0.941089], [0.910159, -1.356829, -0.644629], [0.641284, -3.044748, -1.500805], [-0.595524, -3.475469, -1.958121], [-0.706799, -4.706639, -2.587552], [0.417718, -5.501089, -2.757574], [1.655513, -5.067707, -2.304413], [1.773843, -3.836287, -1.676268], [2.038372, -0.425945, -1.888169], [2.717231, 0.713772, -1.477882], [3.531273, 1.404533, -2.361096], [3.651054, 0.963336, -3.673158], [2.971395, -0.172979, -4.089845], [2.162912, -0.872537, -3.202476], [0.685856, 0.546762, 2.062802], [-0.382977, 0.902879, 3.623885], [-0.771104, 2.225651, 3.847829], [-1.576145, 2.540348, 4.934618], [-1.983853, 1.535720, 5.805846], [-1.579796, 0.224079, 5.595292], [-0.786215, -0.099092, 4.499651], [2.284950, 1.583758, 2.415751], [2.896109, 2.495485, 1.561438], [4.087086, 3.100060, 1.943251], [4.656750, 2.801389, 3.170508], [4.031151, 1.909248, 4.031322], [2.840140, 1.303550, 3.664156], [2.056951, -1.348471, 3.083889], [0.515390, -1.908986, 2.456538], [2.257303, -2.756450, 0.972562], [2.967877, -1.154145, 0.758448], [-1.468220, -2.864261, -1.820186], [-1.669636, -5.050814, -2.942185], [0.330545, -6.462518, -3.245652], [2.531451, -5.687459, -2.440520], [2.748115, -3.503445, -1.336560], [2.643630, 1.034664, -0.448517], [4.085851, 2.273887, -2.029215], [4.286217, 1.497524, -4.367390], [3.081095, -0.526844, -5.106307], [1.647634, -1.763808, -3.535758], [-0.411489, 3.024268, 3.203325], [-1.858374, 3.568453, 5.120807], [-2.592589, 1.782425, 6.665867], [-1.862204, -0.548863, 6.298927], [-0.458898, -1.123695, 4.365664], [2.460635, 2.768603, 0.611988], [4.565018, 3.810733, 1.282249], [5.582961, 3.275234, 3.466152], [4.467935, 1.685809, 4.995355], [2.353859, 0.626979, 4.356693], [-2.411300, 2.166112, -6.763414], [-1.416756, 2.803285, -5.673494], [-1.559704, 2.086340, -4.569160], [-0.863372, 2.325777, -3.319549], [0.027135, 3.381801, -3.104050], [0.586038, 3.534380, -1.855653], [0.295168, 2.613846, -0.856767], [-0.537696, 1.587998, -1.045852], [-1.127115, 1.452531, -2.269710], [-2.082505, 0.364733, -2.407349], [-2.263839, -0.413877, -1.307678], [-3.142525, -1.415907, -1.367397], [-3.885323, -1.682315, -2.512973], [-3.704783, -0.904084, -3.635385], [-2.785544, 0.148501, -3.589128], [-2.499317, 1.039569, -4.697100], [-3.056749, 0.976842, -5.896739], [0.247744, 4.066172, -3.913860], [1.258514, 4.352903, -1.638836], [0.714139, 2.720378, 0.130889], [-3.261346, -2.013354, -0.475409], [-4.587882, -2.504023, -2.508526], [-4.259192, -1.086627, -4.547683]], "forces_ev_per_a": [[-0.921, 1.311, 1.653], [0.275, 0.269, -0.277], [-0.102, -0.113, -0.124], [0.197, 0.029, -0.101], [0.044, -0.211, -0.080], [0.258, -0.488, -0.157], [-0.166, -0.057, 0.180], [-0.132, 0.343, 0.006], [0.009, 0.034, -0.098], [-0.089, 0.021, 0.071], [-0.098, 0.018, 0.082], [0.046, 0.018, 0.071], [0.016, -0.025, 0.007], [0.005, -0.063, 0.060], [0.202, 0.067, -0.025], [-0.086, -0.022, -0.036], [0.200, -0.134, 0.104], [0.007, -0.078, -0.008], [0.184, -0.122, -0.084], [-0.014, 0.030, -0.004], [-0.010, -0.046, -0.027], [0.046, 0.025, 0.016], [-0.050, -0.032, 0.011], [-0.115, -0.007, -0.236], [0.127, -0.070, 0.060], [0.008, 0.012, -0.012], [0.000, 0.004, 0.001], [-0.027, -0.008, -0.004], [-0.043, 0.089, -0.020], [-0.050, -0.967, 0.232], [-0.038, 0.133, -0.042], [-0.046, -0.022, -0.004], [-0.005, -0.001, -0.026], [-0.006, -0.002, 0.003], [0.000, -0.016, 0.000], [0.045, 0.026, 0.042], [-0.177, 0.183, -0.263], [0.016, 0.054, 0.152], [-0.037, 0.029, -0.014], [0.023, 0.013, 0.013], [-0.032, -0.017, 0.054], [0.111, 0.058, -0.062], [0.036, 0.105, -0.021], [0.059, -0.056, 0.087], [0.012, -0.005, -0.108], [0.025, 0.020, 0.113], [-0.065, 0.009, -0.011], [0.006, 0.007, 0.001], [-0.002, 0.004, 0.006], [-0.002, 0.002, 0.005], [0.011, 0.000, -0.006], [0.070, 0.032, 0.053], [-0.015, -0.012, 0.008], [0.013, -0.016, 0.009], [-0.004, 0.004, 0.001], [0.005, -0.011, -0.006], [0.041, 0.011, 0.023], [-0.004, -0.005, -0.005], [0.014, -0.001, 0.001], [-0.005, 0.006, -0.009], [-0.012, -0.005, 0.000], [0.165, -0.043, 0.014], [-0.004, 0.002, 0.006], [0.006, -0.012, -0.009], [-0.003, 0.014, 0.001], [0.005, -0.017, 0.000], [-0.021, 0.024, -0.078], [-0.060, -0.063, -0.021], [0.084, 0.079, 0.121], [-0.072, 0.005, -0.044], [0.034, 0.037, -0.035], [-0.042, 0.043, -0.002], [-0.351, 0.036, 0.026], [0.722, -0.218, -0.967], [-0.060, -0.085, 0.147], [0.087, -0.004, 0.147], [-0.058, -0.355, -0.548], [-0.145, 0.331, 0.032], [-0.055, 0.015, 0.007], [-0.031, -0.009, -0.025], [0.046, 0.060, -0.079], [-0.058, -0.126, 0.083], [0.065, 0.057, -0.009], [-0.003, 0.000, 0.011], [-0.005, -0.005, 0.001], [-0.040, -0.073, -0.039], [0.032, -0.050, -0.009], [-0.003, 0.008, 0.007], [0.006, -0.008, 0.009]]}

***

Record 3
{"formula": "C6H13NOS", "method": "ωB97M-V with the def2-TZVPD basis set", "e_tot_ev": -20801.8644, "max_force_ha_per_bohr": 0.097, "gap_ev": [6.9, 7.0], "multiplicity": 1, "relative_energy_kcal_mol": 102.2, "symbols": ["C", "C", "C", "C", "C", "C", "N", "O", "S", "H", "H", "H", "H", "H", "H", "H", "H", "H", "H", "H", "H", "H"], "coordinates": [[-1.447111, -0.377161, -0.420442], [1.073196, -0.757114, 1.172479], [1.004348, -1.411950, -1.331876], [2.292397, 1.789435, 0.143250], [-4.062225, 0.490668, 0.689282], [1.103613, -0.381177, -0.242867], [1.977584, 0.564091, -0.598270], [-1.786930, -1.188193, -1.245262], [-2.139986, 0.705842, 0.662032], [0.384027, -0.097023, 1.641113], [0.735081, -1.731086, 1.348348], [2.025324, -0.650740, 1.637536], [0.070436, -2.061865, -1.264576], [1.813368, -2.318747, -1.290682], [1.056625, -0.941035, -2.252308], [3.309313, 2.083687, -0.221526], [2.242314, 1.423048, 1.124016], [1.520352, 2.619163, -0.059721], [-4.411270, 0.740066, -0.325152], [-4.172650, 1.258954, 1.444848], [-4.494235, -0.492162, 0.990935], [1.906438, 0.733291, -1.601163]], "forces_ev_per_a": [[2.884, -0.308, -1.235], [-0.148, 0.898, 0.178], [0.142, -4.379, 2.369], [-0.611, 0.199, -2.200], [1.154, -0.200, -0.390], [-1.227, -2.286, -1.031], [-0.084, 2.103, -1.753], [-1.029, 0.604, 0.926], [-1.808, -0.687, 0.100], [-0.424, 0.495, 0.902], [-0.631, -1.516, -0.039], [1.023, 0.088, 0.394], [1.033, 1.370, -0.230], [-1.139, 2.484, 0.097], [0.029, 0.633, -2.006], [-0.894, 0.061, 0.832], [0.404, 0.559, 1.774], [1.108, -1.124, 0.440], [-0.008, 0.199, 0.673], [-1.043, 0.127, -0.076], [0.857, 0.729, -0.033], [0.411, -0.050, 0.309]]}

***

Record 4
{"formula": "C12H19P", "method": "ωB97M-V with the def2-TZVPD basis set", "e_tot_ev": -22038.2285, "max_force_ha_per_bohr": 0.090, "gap_ev": 9.7, "multiplicity": 1, "relative_energy_kcal_mol": 35.2, "smiles": "Cc1cccc(C)c1.CC1(C)CP1", "symbols": ["C", "C", "C", "C", "C", "C", "C", "C", "C", "C", "C", "C", "P", "H", "H", "H", "H", "H", "H", "H", "H", "H", "H", "H", "H", "H", "H", "H", "H", "H", "H", "H"], "coordinates": [[-3.963303, 0.152249, -1.048063], [-3.199261, -0.947689, -0.638159], [-3.589283, 1.448635, -0.521841], [-2.151120, -0.799545, 0.202584], [-2.493441, 1.603809, 0.213624], [-1.686544, 0.509649, 0.576947], [-1.380054, -2.001990, 0.647433], [-2.014099, 2.979759, 0.475195], [1.493871, -0.859768, -1.221218], [3.786940, -1.044858, -0.439715], [2.135494, 0.543533, 0.785892], [2.607339, -0.153717, -0.399771], [2.880874, 1.667190, -0.468004], [-4.716977, 0.007286, -1.813089], [-3.262621, -1.970357, -0.865850], [-4.169404, 2.372365, -0.633898], [-2.008247, -2.669420, 1.146786], [-1.167281, -2.552894, -0.176485], [-0.435799, -1.804106, 1.083296], [-1.190353, 2.718314, 1.130770], [-1.646729, 3.452329, -0.395582], [-2.798583, 3.580142, 1.052555], [1.127959, -1.732011, -0.740068], [0.746443, -0.031056, -1.258267], [1.798108, -1.015677, -2.183554], [4.694947, -0.812523, 0.073439], [3.954170, -1.019757, -1.524237], [3.432116, -1.971362, -0.117529], [2.836921, 0.647206, 1.645349], [1.062421, 0.644991, 1.016889], [-0.751466, 0.578015, 1.138659], [1.640726, 1.737225, -1.309428]], "forces_ev_per_a": [[0.946, 0.864, 0.648], [-0.810, 1.368, -0.195], [-3.237, -2.043, -2.068], [2.888, 2.724, 1.933], [2.655, -0.522, 0.752], [-1.593, -1.788, -0.634], [-0.681, 1.667, 0.101], [-0.725, -0.268, 2.768], [-0.539, 4.015, 2.264], [0.357, 0.858, -1.298], [0.105, 0.970, 1.924], [-0.552, -1.114, -0.184], [-1.644, 0.348, -1.862], [-0.251, 0.257, 0.316], [-1.278, -1.109, -1.180], [-0.121, -0.629, -0.672], [-0.807, -0.858, 1.728], [0.909, -1.661, -2.949], [0.607, 0.308, 1.036], [0.477, 1.223, 0.368], [0.171, 0.717, -0.870], [1.209, -0.533, -0.956], [-0.284, -0.758, 0.426], [-0.301, -1.182, -0.151], [0.849, -0.733, -2.547], [0.429, 0.587, 0.471], [0.733, -0.787, 0.252], [-0.129, -1.976, 0.346], [-0.836, -0.589, -0.388], [0.901, -0.208, -0.117], [-0.583, 0.275, -0.085], [1.135, 0.576, 0.823]]}